Entry 1:
Molecular formula: C8H29BeN14O10Pb
Method: DFT, the ωB97M-V functional and the def2-TZVPD basis

LUMO energy	-14.2	eV
ΔE to the lowest compared entry with this formula, charge and spin	0.0	kcal per mole
charge	+3
2S+1	1

Positions of all 63 atoms, in Å:
Pb  2.211  1.898  1.285
O  -1.624  0.254  0.109
O  2.181  -4.603  -1.045
O  -1.516  2.649  -2.737
O  -5.393  -0.832  -0.618
O  0.466  0.075  0.846
O  3.393  0.213  3.071
O  2.925  -0.159  -0.450
O  -1.769  -0.535  -3.725
O  0.813  1.585  3.198
O  -0.185  2.010  -0.025
N  0.307  0.045  -3.000
N  -4.574  -0.105  1.404
N  3.673  -1.790  4.053
N  4.830  -1.091  0.442
N  0.056  -1.385  -4.741
N  1.675  -1.335  3.125
N  4.815  -0.361  -1.684
N  -3.473  2.806  -3.875
N  -6.186  1.039  0.358
N  1.220  -2.625  -0.409
N  -0.205  2.983  4.685
N  -3.400  1.686  -1.866
N  -1.153  1.003  4.185
N  2.321  -2.804  -2.367
C  2.902  -0.883  3.451
C  -0.428  0.815  0.328
C  4.119  -0.532  -0.539
C  -0.550  -0.666  -3.769
C  -2.729  2.359  -2.821
C  -5.403  -0.042  0.332
C  -0.150  1.846  3.959
C  1.868  -3.446  -1.287
Be  -0.119  4.140  -1.487
H  0.485  3.710  4.654
H  -2.799  1.157  -1.254
H  4.366  -1.354  1.294
H  1.091  -3.138  0.450
H  -3.858  -0.802  1.502
H  -1.323  -0.602  0.483
H  5.808  -1.249  0.274
H  1.061  -1.647  -0.555
H  -0.418  -2.005  -5.377
H  -4.477  2.856  -3.916
H  -6.867  1.143  -0.377
H  -1.305  0.119  3.734
H  -4.495  0.600  2.115
H  -5.957  1.774  1.001
H  -1.701  1.141  5.019
H  1.057  -1.323  -4.798
H  1.293  -0.061  -3.121
H  1.408  -2.263  3.408
H  4.567  -1.476  4.394
H  3.297  -2.720  4.071
H  5.802  -0.481  -1.839
H  -2.940  3.262  -4.598
H  -1.016  3.026  5.276
H  -0.168  0.759  -2.469
H  2.228  -1.822  -2.533
H  4.368  0.082  -2.468
H  -4.292  1.351  -2.201
H  2.850  -3.330  -3.046
H  1.018  -0.918  2.492

Entry 2:
Molecular formula: C8H29CaN9O10
Method: DFT, the ωB97M-V functional and the def2-TZVPD basis

LUMO energy	-3.0	eV
ΔE to the lowest compared entry with this formula, charge and spin	124.5	kcal per mole
charge	0
2S+1	1

Positions of all 57 atoms, in Å:
Ca  -1.525  2.714  -3.235
O  -2.371  3.669  -1.168
O  -4.072  2.570  -1.811
O  -0.663  0.911  -2.037
O  -0.319  5.146  3.009
O  0.703  -2.395  -5.493
O  1.118  -2.969  5.349
O  1.642  0.887  3.549
O  4.433  0.519  -3.459
O  -3.903  3.219  0.208
O  -2.998  -4.521  -0.276
N  -3.465  3.142  -0.909
N  2.219  0.615  -3.483
N  0.434  -2.161  -3.273
N  -0.631  -0.834  -4.604
N  -0.822  4.215  1.078
N  1.543  -2.514  3.242
N  -2.261  4.235  2.463
N  2.838  -3.861  4.307
N  3.018  0.684  -1.659
C  1.875  -3.022  4.369
C  -1.661  -4.120  -0.394
C  3.372  0.591  -2.857
C  -1.063  4.614  2.241
C  0.185  -1.905  -4.553
C  -0.048  -0.430  -0.155
C  0.366  1.430  3.157
C  -1.174  0.275  -0.871
H  2.034  0.660  -1.433
H  0.365  1.928  2.188
H  -2.602  4.526  3.368
H  -1.470  3.917  0.363
H  2.251  0.397  -4.469
H  0.854  0.176  -0.079
H  -1.416  -3.357  -1.133
H  -0.816  -0.480  -3.677
H  -0.447  0.712  3.054
H  1.721  0.848  4.504
H  2.869  -4.477  5.106
H  -0.294  -0.766  0.852
H  -1.858  -0.540  -1.107
H  1.029  -1.645  3.271
H  0.237  2.221  3.896
H  1.117  -2.883  -3.098
H  -1.525  1.133  -0.297
H  3.459  -3.878  3.510
H  3.796  0.566  -1.025
H  -0.969  -4.962  -0.409
H  2.183  -2.616  2.467
H  0.117  4.515  0.858
H  -1.538  -3.700  0.604
H  -1.165  -0.638  -5.439
H  1.307  0.558  -3.053
H  0.088  -1.624  -2.491
H  -3.627  -3.817  -0.104
H  -2.838  3.780  1.770
H  0.369  -1.255  -0.734

Entry 3:
Molecular formula: C8H2N2O3
Method: DFT, the ωB97M-V functional and the def2-TZVPD basis

LUMO energy (spin up / spin down)	-1.6 / -1.6	eV
charge	0
2S+1	1

Positions of all 15 atoms, in Å:
O  -1.598  -2.232  -1.880
O  0.905  -0.829  -0.386
O  2.448  1.214  0.014
N  -3.869  -0.598  0.005
N  3.778  -1.477  1.479
C  0.046  1.746  0.416
C  -0.398  -0.469  -0.438
C  2.003  0.028  0.379
C  1.297  1.334  0.624
C  -2.867  -1.023  -0.364
C  2.924  -0.916  1.012
C  -0.922  0.740  0.027
C  -1.623  -1.403  -1.035
H  -0.237  2.784  0.395
H  -1.886  1.101  -0.248

Entry 4:
Molecular formula: C8H31NO9
Method: DFT, the ωB97M-V functional and the def2-TZVPD basis

LUMO energy	0.2	eV
ΔE to the lowest compared entry with this formula, charge and spin	29.6	kcal per mole
charge	0
2S+1	1

Positions of all 49 atoms, in Å:
O  2.656  2.851  -0.858
O  0.153  3.409  -4.358
O  1.443  -0.782  -6.477
O  1.297  3.014  -7.000
O  -2.747  4.024  -1.640
O  2.652  -1.667  -0.110
O  -0.625  -0.426  -4.271
O  -0.567  0.610  -0.287
O  -1.936  -3.421  8.247
N  0.759  -2.626  7.054
C  1.598  -0.888  -5.127
C  -0.520  -2.012  6.561
C  1.682  4.092  -6.118
C  -3.113  -4.042  8.518
C  -0.219  -1.947  4.982
C  0.493  4.493  -5.253
C  0.370  -1.381  -4.396
C  -1.723  -3.061  6.865
H  1.481  0.154  -6.683
H  -1.650  -3.963  6.257
H  1.906  2.541  -1.366
H  -0.004  -2.943  4.594
H  -0.384  4.661  -5.878
H  1.477  -1.927  6.934
H  2.285  3.486  -0.246
H  0.684  5.437  -4.743
H  2.278  -2.491  0.202
H  2.174  -0.990  0.369
H  1.858  0.065  -4.667
H  2.462  -1.547  -5.039
H  0.466  3.158  -7.458
H  -0.784  0.546  -1.217
H  -2.900  -4.788  9.283
H  0.672  -1.709  -3.402
H  -0.743  -1.039  7.000
H  -3.041  4.775  -2.156
H  -3.737  -3.352  9.085
H  2.079  4.962  -6.641
H  0.116  -2.354  -4.817
H  -1.090  -1.740  4.359
H  -0.192  2.629  -4.799
H  -2.571  -2.442  6.571
H  0.658  -2.620  8.059
H  -3.618  -4.672  7.786
H  -1.967  3.709  -2.096
H  -1.165  -0.593  -5.047
H  2.382  3.595  -5.447
H  -1.408  0.527  0.163
H  0.627  -1.317  4.709

Entry 5:
Molecular formula: C8H31O7
Method: DFT, the ωB97M-V functional and the def2-TZVPD basis

LUMO energy	-2.1	eV
ΔE to the lowest compared entry with this formula, charge and spin	149.7	kcal per mole
charge	+1
2S+1	1

Positions of all 46 atoms, in Å:
O  -1.349  -1.200  0.912
O  1.939  0.965  -2.834
O  -0.420  -1.842  -2.146
O  2.519  -1.301  -0.624
O  0.582  1.142  1.848
O  -3.904  -1.556  0.162
O  0.178  0.479  -0.746
C  -1.187  -1.774  2.131
C  3.046  -0.873  0.543
C  -3.825  -0.997  -1.060
C  0.389  -2.930  -2.287
C  -0.218  2.287  2.319
C  -1.679  2.018  2.305
C  0.165  3.437  1.555
C  3.192  1.563  -2.473
H  -1.907  1.232  2.979
H  -0.561  3.427  0.686
H  0.113  -3.571  -1.452
H  0.283  0.899  0.096
H  1.002  0.427  -1.327
H  -0.246  -2.602  2.141
H  -0.227  -0.414  -0.937
H  1.780  1.317  -3.646
H  -2.088  -2.415  2.227
H  3.170  0.165  0.805
H  -0.069  -3.509  -3.104
H  -1.967  1.673  1.355
H  1.250  3.407  1.267
H  3.126  -2.056  -0.750
H  1.466  -2.433  -2.704
H  -1.184  -2.011  -2.724
H  0.055  2.534  3.220
H  -2.334  -1.380  0.695
H  0.894  0.677  2.667
H  -4.446  -1.461  -1.878
H  -2.637  -0.713  -1.320
H  3.825  0.747  -2.065
H  -4.736  -1.867  0.336
H  -2.109  2.987  2.403
H  -1.227  -0.802  3.000
H  2.497  -0.941  1.298
H  3.633  2.072  -3.516
H  -4.244  0.007  -1.097
H  3.195  2.194  -1.397
H  0.145  4.241  2.233
H  4.129  -1.269  0.886

Entry 6:
Molecular formula: C8H32B2KO4S4Sn
Method: DFT, the ωB97M-V functional and the def2-TZVPD basis

LUMO energy	-3.8	eV
charge	+1
2S+1	1

Positions of all 52 atoms, in Å:
Sn  -1.562  1.662  1.488
K  0.870  -0.864  2.032
S  -3.353  -2.675  -0.436
S  -0.288  3.914  -0.445
S  0.341  -3.112  0.319
S  3.731  0.826  -1.139
O  4.313  -0.549  -1.369
O  -2.655  -2.904  -1.763
O  -1.399  3.423  0.495
O  -0.109  -2.361  1.549
C  1.274  3.354  0.405
C  -2.072  -1.812  0.575
C  -4.582  -1.281  -0.644
C  -0.303  2.644  -1.736
C  1.943  -2.382  -0.270
C  2.967  0.838  0.550
C  -0.690  -2.540  -1.109
C  2.171  0.952  -2.083
B  0.153  0.230  0.229
B  -0.731  0.204  3.041
H  -1.446  0.764  3.623
H  1.738  1.935  -1.899
H  -0.880  0.075  -0.042
H  -0.254  1.654  -1.281
H  0.168  0.767  1.165
H  -1.308  -0.391  2.351
H  1.268  4.009  1.276
H  2.335  -0.050  0.564
H  -3.984  -0.445  -1.008
H  -1.765  -2.722  -1.120
H  2.023  -1.327  -0.009
H  0.485  2.699  -2.486
H  1.377  0.269  -1.780
H  2.192  3.400  -0.181
H  3.686  0.851  1.369
H  -0.512  -1.471  -1.220
H  2.623  -2.841  0.449
H  -1.245  2.748  -2.274
H  2.324  -2.603  -1.267
H  0.659  -0.714  0.357
H  -5.399  -1.407  -1.355
H  -0.178  -0.497  3.648
H  -1.208  -2.432  0.816
H  -1.595  -0.956  0.099
H  -5.014  -0.970  0.307
H  1.178  2.343  0.801
H  -0.237  -3.002  -1.987
H  -2.422  -1.667  1.597
H  0.673  0.910  -0.428
H  -0.064  0.915  2.579
H  2.445  0.904  -3.137
H  2.316  1.681  0.782

Entry 7:
Molecular formula: C8H32N16O8
Method: DFT, the ωB97M-V functional and the def2-TZVPD basis

LUMO energy (spin up / spin down)	-2.3 / -7.5	eV
ΔE to the lowest compared entry with this formula, charge and spin	8.4	kcal per mole
⟨S²⟩	0.754
charge	+1
2S+1	2

Positions of all 64 atoms, in Å:
O  1.887  0.938  2.204
O  0.413  4.735  3.597
O  -0.170  -6.418  -0.061
O  2.398  -2.862  0.427
O  -1.410  -0.215  -0.697
O  -0.132  4.243  -2.929
O  -3.371  2.083  0.680
O  -1.691  -4.196  -2.602
N  4.038  -2.808  -1.082
N  -2.080  -3.253  -4.568
N  3.520  -1.020  -0.219
N  -5.408  1.447  1.149
N  0.871  2.748  -4.213
N  0.383  4.299  5.896
N  -1.020  0.809  1.261
N  -0.464  2.906  4.527
N  0.304  -0.787  0.553
N  0.500  -4.410  -0.794
N  -4.631  0.893  -0.838
N  1.713  -5.384  0.721
N  0.050  2.106  -2.417
N  -2.146  -2.057  -2.660
N  1.509  2.542  0.770
N  3.403  2.574  1.647
C  -0.754  -0.078  0.336
C  2.228  1.970  1.657
C  -4.440  1.602  0.267
C  0.668  -5.517  -0.118
C  -2.067  -3.237  -3.242
C  3.230  -2.220  -0.241
C  0.208  4.062  4.608
C  0.192  3.114  -3.207
H  -3.807  0.545  -1.307
H  4.526  -0.972  -0.283
H  3.469  3.414  1.090
H  -0.788  2.211  -1.864
H  -6.276  1.041  0.830
H  -0.787  2.205  5.178
H  2.200  -4.513  0.562
H  -1.848  1.376  1.146
H  1.960  -6.070  1.420
H  -5.214  1.569  2.133
H  -0.295  -4.096  -1.332
H  0.671  5.232  6.154
H  1.864  3.440  0.473
H  -2.157  -4.216  -4.863
H  -5.434  0.331  -1.084
H  0.518  1.228  -2.590
H  0.562  2.193  0.815
H  0.896  -0.518  1.326
H  1.442  3.495  -4.583
H  -0.639  2.727  3.549
H  1.331  -3.835  -0.796
H  -0.457  0.833  2.100
H  3.030  -0.480  0.479
H  -2.603  -1.327  -3.189
H  3.953  -3.789  -1.306
H  4.138  2.043  2.092
H  4.657  -2.290  -1.689
H  -1.897  -1.955  -1.687
H  0.099  3.584  6.551
H  0.499  -1.255  -0.320
H  1.007  1.748  -4.219
H  -2.347  -2.509  -5.197

Entry 8:
Molecular formula: C8H32N16O8Y
Method: DFT, the ωB97M-V functional and the def2-TZVPD basis

LUMO energy	-13.4	eV
ΔE to the lowest compared entry with this formula, charge and spin	498.3	kcal per mole
charge	+3
2S+1	1

Positions of all 65 atoms, in Å:
Y  0.500  -1.056  0.650
O  2.147  -4.040  -2.105
O  2.477  1.249  3.862
O  4.280  0.506  -0.505
O  -2.229  -0.296  3.973
O  -0.706  0.049  -3.368
O  0.613  3.471  0.043
O  -3.811  1.251  -0.391
O  -2.030  -4.427  -0.139
N  -4.860  3.130  0.162
N  -2.375  0.116  -4.840
N  -2.878  -5.607  -1.860
N  2.252  -5.493  -3.784
N  -0.018  5.429  -0.853
N  -5.542  1.943  -1.516
N  -0.778  1.596  -4.887
N  -2.331  -6.647  0.007
N  6.471  0.332  -0.795
N  2.193  2.950  5.084
N  4.187  2.293  4.835
N  5.606  2.275  -0.973
N  -2.738  -0.565  6.162
N  1.714  5.453  0.313
N  2.801  -6.155  -1.852
N  -4.293  -0.379  4.647
C  2.433  -5.127  -2.573
C  -4.725  2.025  -0.527
C  -1.269  0.548  -4.278
C  -2.412  -5.478  -0.654
C  2.904  2.118  4.500
C  5.382  1.031  -0.710
C  0.735  4.697  -0.147
C  -3.002  -0.357  4.868
H  2.710  -6.288  -4.208
H  7.324  0.533  -1.298
H  1.641  6.456  0.399
H  3.120  -6.093  -0.895
H  0.154  1.940  -4.708
H  -0.693  4.846  -1.326
H  -1.791  -0.303  6.395
H  -1.241  1.913  -5.728
H  0.099  6.384  -1.162
H  -6.178  2.712  -1.668
H  6.603  2.431  -0.995
H  -4.764  -0.315  5.538
H  -3.364  -0.785  6.924
H  4.407  3.040  5.478
H  4.916  1.605  4.713
H  -2.819  -7.424  -0.414
H  4.942  2.783  -1.540
H  -5.605  1.225  -2.223
H  2.662  3.765  5.452
H  2.117  -4.791  -4.497
H  -2.701  0.738  -5.567
H  1.192  3.048  4.990
H  -3.215  -6.473  -2.255
H  2.513  4.913  0.614
H  2.907  -6.958  -2.456
H  -2.791  -4.792  -2.451
H  6.268  -0.607  -0.484
H  -4.709  -0.278  3.732
H  -4.115  3.304  0.822
H  -1.959  -6.656  0.946
H  -5.449  3.890  -0.146
H  -2.877  -0.599  -4.334

Entry 9:
Molecular formula: C8H34Ag2O21P2
Method: DFT, the ωB97M-V functional and the def2-TZVPD basis

LUMO energy (spin up / spin down)	4.4 / 2.5	eV
⟨S²⟩	2.015
charge	-2
2S+1	3

Positions of all 67 atoms, in Å:
Ag  2.574  -0.710  -0.104
Ag  1.175  -1.895  2.999
P  3.825  -2.182  2.012
P  -0.119  -0.479  0.913
O  4.742  -3.354  1.919
O  1.239  -0.122  1.612
O  -1.432  2.928  -0.703
O  -0.993  0.771  0.884
O  -1.092  0.372  -2.401
O  2.475  -2.533  1.307
O  0.757  -0.861  -3.926
O  -4.011  2.469  1.340
O  0.445  -0.840  -0.487
O  -2.315  -1.594  3.594
O  -3.419  -0.219  0.246
O  3.765  0.385  -1.791
O  2.780  0.826  3.577
O  1.070  -4.334  -0.135
O  3.307  -1.914  3.490
O  2.657  1.816  0.412
O  4.252  -0.882  1.283
O  -0.853  -2.719  -2.007
O  -0.573  -1.729  1.710
O  -1.714  -3.848  0.468
O  0.281  2.954  1.622
C  -4.482  0.080  1.142
C  -0.070  -3.104  -3.111
C  3.449  1.782  -1.827
C  0.057  -2.075  -4.262
C  -0.624  4.067  -0.412
C  2.310  2.200  -0.895
C  -0.352  4.116  1.114
C  -4.983  1.500  0.951
H  0.335  -3.731  -0.273
H  0.949  -3.321  -2.783
H  1.891  1.982  0.993
H  -1.368  4.839  -0.635
H  -1.962  -3.626  -0.437
H  0.098  -0.355  -3.413
H  -5.878  1.765  1.517
H  0.689  -2.515  -5.038
H  0.219  4.168  -1.097
H  4.329  2.327  -1.465
H  1.392  1.780  -1.327
H  -1.332  -3.015  0.831
H  3.200  -0.037  3.692
H  -0.900  -1.724  -4.659
H  2.220  3.286  -1.010
H  -1.026  2.115  -0.343
H  -1.333  4.126  1.602
H  2.150  0.698  2.851
H  -0.612  -0.003  -1.627
H  -2.576  0.114  0.639
H  -3.184  2.300  0.873
H  -5.300  -0.610  0.886
H  3.262  2.104  -2.856
H  -1.763  0.951  -2.022
H  4.521  0.253  -2.364
H  -1.654  -1.645  2.858
H  1.830  -3.773  0.098
H  -0.187  2.153  1.271
H  -4.287  -0.278  2.157
H  0.122  5.055  1.404
H  -0.413  -2.000  -1.494
H  -1.855  -1.945  4.362
H  -5.179  1.657  -0.115
H  -0.527  -3.962  -3.608